(1)
A structure of composition C14H20BBaN3 in a non-equilibrium geometry, computed with wB97M-V/def2-TZVPD.

Output
- Electronic energy: -20668.2772 eV
- Relative energy (zero: lowest compared OMol25 entry of this formula, charge and spin): 6.197 eV
- Orbital gap (alpha / beta): 3.541 / 4.691 eV
- E_HOMO (alpha / beta): -4.85 / -5.67 eV
- LUMO level (alpha / beta): -1.31 / -0.98 eV

The geometry in XYZ format:
```
39
Properties=species:S:1:pos:R:3:forces:R:3:lowdin_charge:R:1
Ba -0.121 -0.694 0.297 3.0 -0.4 1.3 1.84
N -2.434 0.000 0.183 -0.3 0.2 -0.1 -0.21
N -0.780 -1.283 -1.947 -0.1 -0.6 0.3 -0.21
N 1.695 0.596 1.794 3.6 0.0 -1.9 -0.26
C -0.289 -2.927 -3.563 0.4 0.9 1.1 -0.04
C 2.486 -0.014 -0.679 -1.3 0.1 -0.7 -0.27
C -1.687 -3.145 -3.558 -0.6 -0.3 -0.2 -0.05
C -4.415 0.532 1.342 1.5 0.1 0.0 -0.04
C 0.184 -1.983 -2.627 -2.4 0.6 -0.4 -0.11
C -2.105 -1.602 -1.791 0.5 0.6 -0.7 -0.24
C -5.035 -0.293 0.372 -0.5 -0.3 -0.4 -0.05
C -2.995 -0.859 -0.728 0.2 0.8 0.3 -0.22
C -3.015 0.648 1.240 -0.6 -1.2 -2.1 -0.11
C 2.982 0.850 1.779 -2.0 -1.0 -0.2 -0.03
C -2.630 -2.547 -2.691 1.0 0.5 0.5 -0.01
C -0.131 1.957 -1.211 -0.2 -0.5 0.2 -0.16
C 0.628 1.524 1.774 -1.7 1.2 -0.8 -0.22
C -4.391 -1.012 -0.661 1.0 0.5 0.5 -0.01
B 4.208 1.296 2.508 -0.9 0.4 0.1 -0.39
H -4.904 1.099 2.150 -0.2 -0.7 -0.7 0.11
H -6.108 -0.395 0.411 -0.2 0.1 0.1 0.10
H 4.708 0.205 2.668 0.5 0.1 0.1 0.06
H 1.240 -1.654 -2.415 -1.1 -0.4 -0.6 0.10
H -0.277 1.087 2.192 0.1 0.7 -0.1 -0.01
H 0.456 -3.386 -4.235 -0.9 -0.1 0.3 0.12
H 0.917 2.288 -1.258 -0.7 -0.1 0.0 -0.04
H 0.760 2.530 1.426 -0.1 0.1 0.1 0.07
H -2.293 1.225 1.882 -1.2 -0.5 -0.7 0.11
H 2.585 -1.005 -0.202 0.6 0.7 -0.4 -0.06
H -2.092 -3.844 -4.272 0.0 -0.2 -0.2 0.10
H 2.040 0.102 -1.671 0.3 -0.6 -0.1 -0.08
H -0.822 2.519 -0.570 0.3 0.0 -0.4 -0.06
H -0.569 1.552 -2.135 0.2 0.4 0.3 -0.06
H -4.847 -1.657 -1.429 -0.4 0.6 0.9 0.11
H -3.719 -2.708 -2.653 0.8 -0.5 -0.6 0.11
H 4.713 2.022 1.685 0.6 0.0 0.2 0.05
H 3.713 1.830 3.494 0.5 0.1 0.2 0.03
H 1.333 0.660 2.710 0.0 -0.6 4.4 0.08
H 2.993 0.905 -0.401 0.2 -0.6 0.2 -0.04
```
Forces are in eV/Å.

=====

(2)
A structure of composition C14H20BN3Pt in a non-equilibrium geometry, computed with wB97M-V/def2-TZVPD.

Output
- Electronic energy: -23230.2849 eV
- 2S+1: 3
- Relative energy (zero: lowest compared OMol25 entry of this formula, charge and spin): 2.106 eV
- Orbital gap (alpha / beta): 4.789 / 7.138 eV
- E_HOMO (alpha / beta): -5.68 / -8.95 eV
- LUMO level (alpha / beta): -0.89 / -1.81 eV

The geometry in XYZ format:
```
39
Properties=species:S:1:pos:R:3:forces:R:3:nbo_charge:R:1
Pt 1.299 0.369 0.447 -0.2 -0.9 0.6 1.28
N 0.562 -1.023 -1.094 -0.7 -1.0 -0.9 -0.42
N -0.554 1.221 -0.201 -0.3 1.3 -0.9 -0.48
N -0.204 -0.881 1.349 -2.3 -0.8 2.5 -0.66
C -1.102 2.286 0.416 -0.7 -0.7 -0.9 0.08
C 2.519 0.782 -1.128 1.1 0.6 -1.2 -0.88
C -1.063 -1.397 -2.806 0.2 0.4 0.3 -0.20
C -0.369 -2.535 -3.214 -0.1 0.3 0.2 -0.17
C 0.794 -2.909 -2.530 0.1 0.3 0.2 -0.24
C 1.261 1.369 2.226 0.9 0.4 0.9 -0.87
C -3.076 2.102 -0.967 0.4 -0.2 0.0 -0.16
C 1.236 -2.126 -1.465 -0.8 0.4 -0.7 0.06
C -2.496 0.998 -1.583 0.4 -0.2 0.1 -0.20
C -0.575 -0.636 -1.726 0.9 -1.1 -0.3 0.15
C -2.368 2.745 0.051 0.2 0.0 0.1 -0.23
C -0.857 -0.703 2.314 1.3 -0.6 -1.9 0.41
C -1.220 0.566 -1.195 -0.4 0.9 1.1 0.17
C 2.527 -1.086 1.218 0.7 0.8 -0.1 -0.78
B -1.648 -0.415 3.588 -0.5 0.2 1.1 -0.62
H 1.393 2.423 1.954 -0.1 0.1 0.0 0.19
H -2.459 -1.299 3.749 -0.1 0.0 0.0 0.03
H 2.165 1.724 -1.561 0.0 -0.1 -0.1 0.20
H 0.405 1.243 2.891 0.1 0.0 -0.1 0.24
H -4.063 2.441 -1.277 0.2 -0.1 0.2 0.23
H -2.190 0.672 3.485 0.0 0.0 -0.2 0.01
H -0.729 -3.118 -4.061 0.1 0.1 0.2 0.23
H -0.869 -0.389 4.533 0.0 -0.1 -0.3 0.03
H 2.579 0.019 -1.904 0.2 0.2 0.0 0.20
H -0.521 2.712 1.227 -0.2 0.1 -0.2 0.23
H 2.643 -0.872 2.287 0.2 -0.4 -0.3 0.21
H 2.005 -2.041 1.077 0.2 0.4 0.2 0.20
H 3.514 0.938 -0.690 -0.1 -0.1 -0.1 0.21
H 2.198 1.050 2.704 -0.4 0.1 0.3 0.21
H 1.374 -3.787 -2.806 -0.2 0.1 0.0 0.23
H -1.972 -1.052 -3.298 0.3 -0.3 -0.1 0.22
H -2.993 0.424 -2.357 -0.2 0.3 0.1 0.22
H 2.151 -2.348 -0.916 -0.3 0.0 -0.2 0.23
H 3.487 -1.063 0.685 -0.1 -0.2 0.3 0.19
H -2.783 3.596 0.577 0.0 -0.1 -0.1 0.23
```
Forces are in eV/Å.

=====

(3)
The ion C14H20N with charge +1 in a non-equilibrium geometry, computed with wB97M-V/def2-TZVPD.

Output
- SMILES: CC1=Cc2cccc[n+]2C(C)(C)C1(C)C
- Electronic energy: -16324.8167 eV
- Relative energy (zero: lowest compared OMol25 entry of this formula, charge and spin): 1.761 eV
- Orbital gap: 8.374 eV
- Net charge: +1
- E_HOMO: -12.31 eV
- LUMO level: -3.94 eV

The geometry in XYZ format:
```
35
Properties=species:S:1:pos:R:3:forces:R:3:nbo_charge:R:1
N -1.559 0.180 -0.184 1.6 1.8 0.2 -0.31
C 1.782 -2.462 -0.407 -1.6 1.5 1.5 -0.65
C -3.901 0.557 -0.255 0.5 1.7 1.0 -0.24
C -0.638 -2.042 0.039 3.5 2.7 -0.8 -0.32
C 0.996 -0.052 1.835 -1.5 -0.3 1.5 -0.63
C -1.734 -1.111 0.047 -1.2 -2.3 0.2 0.24
C -0.132 0.902 -0.270 -0.5 -1.9 -0.6 0.25
C 0.966 -0.096 0.323 0.2 1.0 -1.7 -0.14
C -2.584 1.005 -0.432 -1.1 0.3 0.3 0.08
C -0.081 2.151 0.572 -2.4 -1.3 0.7 -0.66
C 0.646 -1.506 -0.054 -2.0 -2.8 0.5 0.22
C -4.123 -0.730 0.267 0.7 -0.6 -2.0 -0.10
C -3.041 -1.622 0.200 -0.6 2.4 0.1 -0.20
C 2.398 0.359 -0.171 -1.6 -0.4 -1.8 -0.61
C 0.034 1.239 -1.791 -0.7 -0.7 -0.4 -0.66
H -1.021 1.197 -2.256 1.9 0.9 0.5 0.23
H 1.386 -3.457 -0.583 0.4 -0.1 0.1 0.23
H 3.090 -0.361 0.163 1.0 -0.6 0.7 0.23
H 0.926 2.269 0.605 2.9 1.7 -0.1 0.23
H -4.705 1.318 -0.340 0.6 -0.8 -0.1 0.26
H 2.049 -1.969 -1.304 1.4 -0.1 -1.3 0.23
H -0.684 2.988 0.335 -0.1 0.9 -1.2 0.23
H 1.667 -0.768 2.267 -0.1 -1.4 -0.2 0.24
H 1.544 0.775 2.260 -0.6 1.1 -0.2 0.23
H -2.247 2.031 -0.715 -1.0 -1.0 0.3 0.25
H -3.212 -2.660 0.172 0.1 -1.1 0.6 0.24
H 2.523 -2.345 0.397 0.2 -0.6 -0.6 0.23
H 0.593 0.502 -2.418 -0.3 0.3 0.9 0.24
H -5.142 -1.098 0.390 0.3 0.1 0.3 0.25
H -0.070 -0.195 2.292 2.1 0.3 -0.6 0.23
H 0.598 2.193 -1.863 -0.8 -0.4 -0.3 0.24
H 2.572 1.304 0.247 0.7 1.2 0.8 0.21
H 2.620 0.485 -1.272 -0.8 -0.4 1.0 0.23
H -0.344 2.007 1.603 -0.3 -0.7 0.6 0.24
H -0.722 -3.093 -0.123 -0.7 -0.4 0.1 0.25
```
Forces are in eV/Å.

=====

Molar mass across the listed records, respectively: 378.47; 436.22; 202.32 g mol⁻¹.